# 1
This record from OMol25 describes a molecular structure, C29H56ClFINO12S7. The level of theory is wB97M-V/def2-TZVPD.

Each line ends with the Löwdin charge.
Cartesian coordinates (Å):
C -2.316 0.707 0.396  -0.04
C -0.756 0.563 0.129  -0.35
F -0.114 1.628 0.912  -0.11
C -0.032 -0.780 0.502  -0.66
I 2.081 -0.523 -0.131  1.14
C -0.494 -2.159 -0.160  -0.29
C -0.633 -2.217 -1.738  -0.11
C -1.608 -1.227 -2.484  -0.65
O -1.082 -0.286 -3.153  -0.03
Cl -3.430 -1.302 -2.586  0.68
C -1.687 -2.812 0.726  -0.17
C -2.659 -3.824 -0.027  -0.12
C -4.098 -3.765 0.767  -0.14
C -5.174 -3.065 -0.223  -0.20
C -5.663 -3.909 -1.450  -0.05
C -6.693 -3.361 -2.504  -0.06
C -7.200 -1.901 -2.290  -0.08
C -6.722 -1.056 -1.054  -0.09
C -5.711 -1.611 0.002  -0.06
C -0.995 -3.434 2.042  -0.42
C -0.359 -4.918 1.798  0.02
O -2.011 -3.642 3.112  -0.06
N -1.570 -3.194 4.316  -0.01
O -2.547 -3.188 5.027  0.05
O 0.090 -2.673 2.618  -0.20
S 0.029 -1.036 2.339  0.74
O 1.367 -0.472 2.800  -0.42
O -1.022 -0.305 3.138  -0.31
H -2.732 0.154 1.301  0.07
H -2.995 0.451 -0.494  0.06
H -2.510 1.831 0.602  0.11
H -0.567 0.882 -0.967  0.14
H 0.399 -2.874 0.062  0.13
H -0.907 -3.293 -2.074  0.15
H 0.427 -2.052 -2.181  0.08
H -2.359 -1.947 1.106  0.14
H -2.360 -4.925 -0.008  0.12
H -2.915 -3.572 -1.107  0.07
H -4.063 -3.115 1.701  0.10
H -4.500 -4.818 0.957  0.12
H -5.290 -4.981 -1.654  0.10
H -7.029 -3.979 -3.408  0.09
H -7.931 -1.456 -3.047  0.09
H -7.135 0.011 -0.919  0.09
H -5.372 -0.968 0.898  0.09
H 0.616 -5.004 2.409  0.11
H -0.021 -4.960 0.693  0.10
H -1.073 -5.756 2.086  0.10
C 5.182 3.837 -2.148  -0.27
S 5.587 2.904 -0.656  0.81
O 5.034 1.525 -0.825  -0.60
C 4.467 3.807 0.435  -0.28
H 5.746 3.416 -2.982  0.05
H 4.114 3.760 -2.357  0.06
H 5.464 4.882 -2.011  0.05
H 3.444 3.733 0.062  0.06
H 4.772 4.853 0.486  0.03
H 4.523 3.365 1.431  0.05
C -9.240 -3.039 3.033  -0.27
S -9.817 -1.931 1.729  0.81
O -9.108 -2.313 0.471  -0.56
C -9.010 -0.450 2.376  -0.27
H -9.596 -4.046 2.813  0.05
H -8.148 -3.040 3.065  0.06
H -9.644 -2.714 3.993  0.05
H -7.933 -0.614 2.450  0.05
H -9.422 -0.210 3.358  0.05
H -9.204 0.377 1.691  0.05
C 4.780 -1.582 -2.855  -0.26
S 3.292 -1.101 -3.756  0.78
O 2.264 -2.168 -3.529  -0.59
C 3.985 -1.358 -5.402  -0.27
H 4.568 -1.534 -1.786  0.01
H 5.064 -2.602 -3.122  0.06
H 5.590 -0.891 -3.093  0.06
H 4.320 -2.391 -5.508  0.06
H 4.823 -0.673 -5.555  0.00
H 3.208 -1.151 -6.140  0.05
C 6.870 1.101 -8.527  -0.27
S 7.444 -0.092 -7.299  0.83
O 6.579 0.060 -6.088  -0.57
C 9.010 0.738 -6.952  -0.27
H 5.876 0.802 -8.861  0.05
H 6.818 2.097 -8.083  0.06
H 7.552 1.105 -9.378  0.05
H 8.823 1.757 -6.608  0.06
H 9.621 0.753 -7.856  0.05
H 9.531 0.181 -6.172  0.05
C 1.860 2.899 5.481  -0.26
S 0.149 2.922 6.057  0.81
O 0.129 3.611 7.383  -0.57
C 0.038 1.144 6.365  -0.26
H 2.165 3.923 5.260  0.01
H 2.510 2.487 6.255  0.06
H 1.931 2.298 4.572  0.06
H 0.801 0.843 7.085  0.06
H 0.171 0.603 5.430  0.03
H -0.950 0.923 6.772  0.05
C 3.198 5.897 3.618  -0.27
S 2.627 6.995 2.303  0.83
O 3.336 6.599 1.047  -0.56
C 3.436 8.479 2.938  -0.27
H 2.839 4.889 3.407  0.03
H 4.289 5.893 3.654  0.06
H 2.792 6.232 4.574  0.06
H 4.512 8.312 3.016  0.06
H 3.023 8.728 3.917  0.05
H 3.246 9.300 2.246  0.05

The calculation puts the HOMO-LUMO gap at 8.218 eV. Its LUMO energy is -0.09 eV. The HOMO energy comes out at -8.30 eV.

# 2
This record from OMol25 describes 5 unconnected molecules or ions with the total composition C29H57BN2O19P2S2. The level of theory is wB97M-V/def2-TZVPD.

Each line ends with the Löwdin charge.
Cartesian coordinates (Å):
C 3.254 1.136 4.984  -0.02
C 3.624 0.337 3.742  -0.32
C 4.403 1.227 2.776  -0.11
O 4.357 0.851 1.405  -0.01
C 3.506 1.548 0.592  -0.53
O 3.918 2.222 -0.305  0.12
C 2.060 1.309 0.920  -0.36
S 0.981 2.115 -0.287  1.01
C -0.577 1.382 0.231  -0.60
C -1.028 2.033 1.531  -0.16
N -2.174 1.318 2.161  0.06
C -1.996 -0.187 2.293  -0.52
C -3.329 -0.755 2.785  -0.04
B -3.462 -2.306 2.504  -0.66
O -4.645 -2.776 2.007  0.19
O -2.386 -3.164 2.742  0.11
P -0.479 -0.449 3.415  1.01
P -1.055 -1.680 5.130  0.27
O -2.459 -1.683 5.572  -0.30
O -0.458 -3.126 4.844  -0.15
O -0.008 -1.166 6.235  -0.17
C -1.659 -0.707 0.895  -0.26
C -2.892 -0.536 -0.066  -0.65
O -3.470 0.579 0.035  -0.03
O -3.112 -1.470 -0.811  0.04
N -0.448 -0.062 0.376  0.00
O 4.420 -0.764 4.220  0.00
C 4.728 -1.739 3.336  -0.57
O 4.156 -1.903 2.296  0.13
C 5.871 -2.576 3.842  -0.45
S 7.454 -1.841 3.368  0.76
H 2.992 0.448 5.789  0.09
H 4.118 1.705 5.337  0.09
H 2.423 1.805 4.770  0.06
H 2.708 -0.031 3.273  0.12
H 4.021 2.248 2.886  0.14
H 5.450 1.238 3.083  0.15
H 1.867 1.705 1.922  0.07
H 1.866 0.237 0.910  0.10
H -1.280 1.652 -0.563  0.11
H -1.343 3.049 1.293  0.14
H -0.234 2.125 2.268  0.05
H -3.055 1.465 1.637  0.15
H -2.278 1.685 3.109  0.16
H -3.486 -0.506 3.837  0.10
H -4.127 -0.273 2.218  0.12
H -4.491 -3.397 1.283  0.12
H -2.485 -3.605 3.595  0.10
H -0.423 0.784 4.096  -0.07
H 0.049 -3.174 4.021  0.08
H -0.124 -0.226 6.420  0.07
H -1.422 -1.769 0.980  0.14
H -0.297 -0.428 -0.562  0.13
H 5.830 -2.627 4.928  0.08
H 5.787 -3.584 3.446  0.08
H 7.649 -1.178 4.509  -0.14
C -3.195 -1.660 -3.870  -0.05
C -2.515 -0.513 -4.581  -0.22
O -1.409 0.000 -3.823  0.00
C -0.179 -0.527 -3.870  -0.52
C 0.073 -1.813 -4.619  0.03
O 0.686 0.020 -3.232  0.06
H -2.523 -2.512 -3.753  0.08
H -4.062 -1.985 -4.445  0.06
H -3.514 -1.354 -2.872  0.05
H -2.201 -0.778 -5.591  0.11
H -3.195 0.332 -4.670  0.12
H -0.001 -2.636 -3.909  0.10
H 1.088 -1.783 -5.008  0.09
H -0.613 -1.995 -5.441  0.07
C 2.209 7.131 4.546  -0.06
C 0.982 6.668 3.793  -0.22
O 1.037 5.266 3.480  0.02
C 0.653 4.312 4.326  -0.51
C 0.332 4.644 5.761  0.03
O 0.632 3.173 3.916  0.04
H 2.299 6.640 5.516  0.07
H 2.163 8.207 4.710  0.09
H 3.108 6.904 3.973  0.09
H 0.057 6.902 4.320  0.11
H 0.927 7.153 2.821  0.13
H 1.230 4.472 6.356  0.10
H -0.443 3.964 6.105  0.09
H -0.007 5.663 5.921  0.07
C -7.844 -4.223 -4.569  -0.06
C -7.687 -3.084 -5.554  -0.24
O -6.314 -2.784 -5.822  -0.01
C -5.585 -3.440 -6.748  -0.53
C -6.140 -4.687 -7.397  0.01
O -4.480 -3.036 -6.985  0.10
H -7.434 -5.154 -4.962  0.07
H -8.898 -4.382 -4.341  0.08
H -7.317 -3.991 -3.644  0.09
H -8.228 -3.266 -6.484  0.11
H -8.086 -2.164 -5.130  0.12
H -5.771 -5.550 -6.845  0.10
H -5.754 -4.734 -8.412  0.09
H -7.225 -4.731 -7.437  0.07
C 3.663 1.218 -3.819  -0.05
C 4.690 0.119 -3.672  -0.22
O 4.491 -0.941 -4.624  0.00
C 4.979 -0.896 -5.874  -0.54
C 5.579 0.390 -6.400  0.01
O 4.878 -1.873 -6.569  0.09
H 3.738 1.709 -4.792  0.07
H 3.799 1.968 -3.041  0.07
H 2.664 0.791 -3.726  0.05
H 5.715 0.488 -3.727  0.11
H 4.580 -0.368 -2.705  0.12
H 4.803 0.930 -6.942  0.09
H 6.371 0.128 -7.096  0.09
H 5.988 1.042 -5.634  0.07

The calculation puts the HOMO-LUMO gap at 7.773 eV. Its LUMO energy is -0.32 eV. Its SMILES is C[C@@H](COC(=O)CS[C@@H]1C[NH2+][C@](CB(O)O)(PP(=O)(O)O)[C@@H](C(=O)[O-])N1)OC(=O)CS.CCOC(C)=O.CCOC(C)=O.CCOC(C)=O.CCOC(C)=O. The HOMO energy comes out at -8.09 eV.